# C44H98BFN5O11Si

6 unconnected molecules or ions with the total composition C44H98BFN5O11Si (wB97M-V/def2-TZVPD, the Open Molecules 2025 dataset).

**Net charge**: +1
**HOMO-LUMO gap**: 6.014 eV
**Energy above the lowest of the compared OMol25 structures with the same formula, charge and spin**: 191.8 kcal/mol
**2S+1**: 1
**HOMO level**: -10.14 eV

CARTESIAN COORDINATES (ANGSTROEM)
C -0.6135 -3.0712 5.9142
C 0.1859 -2.0755 6.9001
C 1.1575 -1.0745 6.0606
N 0.2668 0.0107 5.5349
N 0.8929 0.8086 4.5876
C 0.3289 1.1966 3.4333
N 1.1497 2.0731 2.6043
C 0.4916 3.3511 2.2188
C -0.5398 3.2828 0.9946
C -1.3439 4.7075 0.9993
C -2.6962 4.4884 1.8436
C -3.7287 5.7175 1.7788
C -5.1201 5.3620 1.0594
C -5.7926 3.9992 1.5615
C -5.9611 3.8835 3.1603
Si -7.3432 2.5996 3.6393
C -8.9834 3.6253 3.7316
C -7.0552 1.8302 5.3867
C -7.5777 1.2574 2.2717
C -8.8182 1.1877 1.3195
C -8.8720 0.0588 0.2300
C -7.7611 -0.9986 0.0230
C -6.5488 -0.9550 0.9846
C -6.4970 0.1502 2.0614
C 1.8781 1.3882 1.5063
C 1.0390 0.3391 0.6320
C 1.4335 -1.2217 0.9369
F 1.4533 0.5582 -0.7696
N -1.0129 0.7965 3.0559
C -1.2224 -0.6696 2.8826
B -2.1174 1.5136 3.7510
N -2.0339 2.2567 5.0444
O -3.4355 1.4492 3.1264
H -1.4471 -2.4737 5.3999
H -1.1248 -3.9002 6.5298
H 0.0826 -3.5870 5.1698
H 0.8001 -2.6949 7.6334
H -0.5989 -1.4916 7.5151
H 1.6198 -1.6208 5.1632
H 1.9484 -0.6709 6.7863
H 0.1024 0.6418 6.3470
H 1.8511 1.1539 4.8181
H 1.3051 4.1219 1.9435
H -0.0667 3.7503 3.1456
H -1.2592 2.4002 1.0121
H 0.0371 3.2221 0.0031
H -1.5448 5.0891 -0.0553
H -0.6085 5.4470 1.5031
H -3.1361 3.4866 1.5047
H -2.3699 4.3865 2.9453
H -3.9843 6.0094 2.8685
H -3.2085 6.6534 1.3421
H -4.8730 5.2110 -0.0615
H -5.8177 6.2642 1.1509
H -5.1976 3.0683 1.2288
H -6.8365 3.8800 1.1010
H -6.1995 4.8870 3.6521
H -4.9981 3.4647 3.6278
H -9.4903 3.6394 2.6960
H -9.6557 3.1542 4.5249
H -8.7317 4.6978 4.0399
H -7.6295 0.8450 5.5089
H -7.5322 2.5649 6.1366
H -5.9360 1.6668 5.6190
H -9.6794 1.9224 1.4042
H -9.7798 -0.0081 -0.4684
H -7.7702 -1.8056 -0.7770
H -5.6694 -1.6885 0.9325
H -5.6008 0.1656 2.7629
H 2.4030 2.1408 0.8049
H 2.7444 0.7942 1.9935
H -0.0932 0.5076 0.6294
H 1.7546 -1.3882 2.0177
H 0.4951 -1.8308 0.6443
H 2.2353 -1.5491 0.1720
H -2.0026 -1.0210 3.6490
H -0.2399 -1.1939 3.1971
H -1.4314 -1.0229 1.8180
H -2.9209 2.7788 5.1226
H -1.2474 2.9239 4.9276
H -3.3138 1.2022 2.1749
C 2.3086 -4.7332 -2.7910
O 1.5124 -3.5781 -3.0175
C 2.2177 -2.3649 -2.7722
C 2.7082 -1.7348 -4.0723
O 3.6934 -2.5477 -4.7050
C 3.1565 -3.3170 -5.7743
H 1.8118 -5.5921 -3.2393
H 3.3047 -4.6360 -3.2269
H 2.3980 -4.9032 -1.7152
H 3.0491 -2.5330 -2.0776
H 1.5171 -1.6792 -2.2882
H 3.1889 -0.7795 -3.8368
H 1.8729 -1.5353 -4.7521
H 3.0073 -2.6778 -6.6475
H 2.2113 -3.7920 -5.5039
H 3.8763 -4.0976 -6.0291
C -1.4706 -3.5416 -10.1208
O -1.8492 -4.2694 -8.9603
C -0.7908 -5.0676 -8.4398
C -0.1178 -4.3930 -7.2485
O 0.5562 -3.1969 -7.6386
C -0.1951 -2.0303 -7.3359
H -2.2166 -2.7708 -10.3072
H -0.4945 -3.0662 -10.0060
H -1.4459 -4.2187 -10.9776
H -0.0627 -5.3030 -9.2237
H -1.2349 -6.0090 -8.1062
H 0.6442 -5.0710 -6.8500
H -0.8408 -4.1896 -6.4513
H -0.1261 -1.8157 -6.2653
H -1.2444 -2.1328 -7.6211
H 0.2348 -1.1935 -7.8903
C -6.0267 -5.9908 3.5294
O -5.9898 -4.6362 3.0989
C -5.2813 -3.7907 3.9974
C -3.8644 -3.5162 3.5029
O -3.0728 -4.7024 3.5017
C -2.9591 -5.2773 2.2067
H -6.3409 -6.6134 2.6935
H -5.0517 -6.3366 3.8787
H -6.7574 -6.0921 4.3348
H -5.2719 -4.2188 5.0058
H -5.8274 -2.8446 4.0439
H -3.3843 -2.8157 4.1950
H -3.8767 -3.0560 2.5082
H -2.2434 -4.7034 1.6107
H -3.9198 -5.3137 1.6886
H -2.5860 -6.2971 2.3170
C 5.8927 0.4170 0.9041
O 5.4698 1.6725 0.3907
C 6.5528 2.4588 -0.1040
C 6.6505 2.3770 -1.6226
O 6.9951 1.0620 -2.0494
C 5.8647 0.3313 -2.5017
H 5.0200 -0.2260 1.0160
H 6.6095 -0.0751 0.2442
H 6.3465 0.5648 1.8870
H 7.4943 2.1610 0.3700
H 6.3522 3.4950 0.1800
H 7.4545 3.0411 -1.9564
H 5.7197 2.7079 -2.0955
H 5.5835 0.6706 -3.5024
H 5.0120 0.4373 -1.8266
H 6.1371 -0.7248 -2.5527
C 9.2172 1.4345 -4.3396
O 9.2636 2.7924 -4.7632
C 9.9621 3.6314 -3.8493
C 11.3873 3.9054 -4.3199
O 12.1748 2.7163 -4.3157
C 12.3068 2.1487 -5.6116
H 8.9135 0.8163 -5.1834
H 10.1867 1.0848 -3.9787
H 8.4746 1.3311 -3.5446
H 9.9553 3.1970 -2.8430
H 9.4180 4.5789 -3.8055
H 11.8581 4.6002 -3.6169
H 11.3912 4.3712 -5.3110
H 13.0333 2.7233 -6.1926
H 11.3541 2.1186 -6.1449
H 12.6748 1.1268 -5.5012

Results of the Mulliken charge analysis, in e, for atoms 1 through 99: C -0.529; C -0.601; C -0.458; N -0.251; N 0.162; C -1.849; N 0.596; C -1.002; C 0.486; C -1.084; C 0.954; C -0.721; C -0.895; C -0.390; C 0.173; Si 0.251; C -1.097; C -0.948; C 0.557; C -0.292; C -0.462; C -0.581; C -0.341; C -0.021; C -0.913; C 1.261; C -1.093; F -0.437; N 1.871; C -0.634; B -0.550; N -0.550; O -0.269; H -0.154; H 0.402; H 0.255; H 0.345; H 0.292; H 0.286; H 0.370; H 0.313; H 0.436; H 0.358; H 0.284; H -0.040; H 0.322; H 0.339; H 0.324; H -0.397; H -0.186; H 0.271; H 0.369; H 0.301; H 0.344; H 0.142; H 0.476; H 0.542; H -0.524; H 0.265; H 0.258; H 0.319; H 0.318; H 0.314; H 0.174; H 0.177; H 0.284; H 0.335; H 0.196; H 0.173; H 0.361; H 0.072; H -0.049; H 0.240; H 0.245; H 0.236; H 0.208; H -0.043; H 0.290; H 0.299; H 0.308; H 0.219; C -0.779; O -0.411; C -0.073; C -0.205; O -0.380; C -0.672; H 0.258; H 0.336; H 0.320; H 0.217; H 0.190; H 0.298; H 0.026; H 0.311; H 0.216; H 0.315; C -0.692; O -0.371

=====

# C44H98F10N11O22S10

11 unconnected molecules or ions with the total composition C44H98F10N11O22S10 (wB97M-V/def2-TZVPD, the Open Molecules 2025 dataset).

**Net charge**: +1
**HOMO-LUMO gap**: 1.893 eV
**2S+1**: 1
**HOMO level**: -8.49 eV

CARTESIAN COORDINATES (ANGSTROEM)
C 4.2918 -0.4806 -6.5617
C 2.8179 -0.2139 -6.8635
O 2.2123 0.8191 -6.6579
N 2.1734 -1.4889 -7.3714
H 2.5982 -1.8528 -8.2124
H 2.4341 -2.1938 -6.6967
C 0.6595 -1.3712 -7.7228
H 4.4509 -1.5263 -6.2987
H 4.5551 -0.0351 -5.6023
H 5.0440 -0.2326 -7.3105
H 0.3151 -2.3244 -8.1239
H 0.5199 -0.4836 -8.3398
H 0.1052 -1.1139 -6.8202
C -1.0162 2.8327 2.3896
C 0.2223 3.7927 2.6989
C -0.1236 5.2536 2.1089
C -1.2213 5.8152 3.0639
C -0.6661 6.0166 4.5066
C -0.2086 4.7309 5.2331
N 0.5021 3.8061 4.2133
O 1.2237 2.7873 4.7426
C -1.3279 4.0220 5.9173
C 0.8495 5.1124 6.3695
C 1.5079 3.3634 2.0633
H -1.2082 2.9086 1.3194
H -1.8251 3.0763 3.0784
H -0.7712 1.8113 2.6807
H -0.4433 5.1790 1.0695
H 0.7352 5.9245 2.0860
H -2.1401 5.2553 2.8893
H -1.4080 6.8182 2.6801
H -1.4760 6.5871 4.9614
H 0.0690 6.8188 4.5715
H -1.0047 3.1272 6.4492
H -1.8894 3.4704 5.1632
H -2.0675 4.6657 6.3935
H 0.3413 5.6428 7.1748
H 1.7587 5.6215 6.0494
H 1.2785 4.2761 6.9214
H 1.8353 2.3275 2.1517
H 2.3937 3.9064 2.3928
H 1.6460 3.6000 1.0083
C -0.0271 -6.1125 5.3157
C 0.1093 -7.6276 5.5196
C -0.5024 -8.6421 4.4811
N 0.1738 -10.1060 4.5384
C 1.5507 -9.8692 3.9106
C -0.6010 -11.1855 3.7709
C -1.7784 -11.5795 4.6678
C -1.2621 -11.4111 6.1174
C 0.0707 -10.7294 5.9945
H 0.8513 -5.5878 4.9399
H -0.2874 -5.4311 6.1256
H -0.6502 -5.9214 4.4420
H -0.1085 -7.8416 6.5659
H 1.1766 -7.8142 5.6382
H -0.4309 -8.4940 3.4036
H -1.5370 -8.8446 4.7581
H 1.4759 -9.6844 2.8390
H 2.2241 -10.7254 3.9486
H 2.2098 -9.1377 4.3781
H 0.1536 -11.9485 3.5794
H -0.9446 -10.8773 2.7835
H -2.0236 -12.6267 4.4906
H -2.5819 -10.9244 4.3311
H -0.9509 -12.4108 6.4206
H -1.8611 -10.9746 6.9167
H 0.9037 -11.4290 6.0639
H 0.1371 -9.9696 6.7733
C -17.4885 2.2564 -1.3926
C -17.9191 1.8261 0.0019
C -19.0015 2.7100 0.7178
N -20.4230 2.0877 0.8138
C -20.8720 1.7235 -0.6594
C -21.3804 3.0561 1.4355
C -22.0458 2.1952 2.5866
C -21.7885 0.7197 2.2880
C -20.3983 0.7936 1.6287
H -16.4886 1.8486 -1.5407
H -17.3401 3.3292 -1.5157
H -18.0769 1.8495 -2.2150
H -17.0702 1.9808 0.6679
H -18.0546 0.7560 0.1592
H -19.1234 3.6922 0.2611
H -18.7631 2.8483 1.7724
H -20.6164 2.5266 -1.3506
H -21.9278 1.4551 -0.6945
H -20.3310 0.8456 -1.0126
H -22.0465 3.4704 0.6787
H -21.0100 3.9153 1.9946
H -23.1230 2.3585 2.6181
H -21.6434 2.4198 3.5744
H -22.5353 0.4568 1.5388
H -21.8483 0.0478 3.1442
H -19.9581 0.0389 0.9770
H -19.7594 1.0602 2.4706
C -18.0003 -13.3499 0.9128
C -16.9388 -13.2774 -0.1871
C -16.2733 -11.9528 -0.2275
N -14.8608 -11.9980 -0.8020
C -13.9222 -12.5945 0.1864
C -14.7304 -12.6200 -2.2238
C -13.6071 -11.9779 -2.9013
C -13.5949 -10.5613 -2.3809
C -14.5024 -10.5296 -1.1532
H -18.7425 -12.5527 0.8717
H -17.6256 -13.2629 1.9327
H -18.5743 -14.2762 0.8846
H -17.4792 -13.4529 -1.1173
H -16.2521 -14.0952 0.0312
H -16.1462 -11.5004 0.7559
H -16.7423 -11.1723 -0.8266
H -12.9000 -12.4014 -0.1389
H -14.1222 -13.6637 0.1152
H -14.0922 -12.2367 1.2019
H -14.6704 -13.7083 -2.2311
H -15.6672 -12.3218 -2.6947
H -12.6159 -12.4063 -2.7525
H -13.7280 -12.0028 -3.9843
H -12.5956 -10.2110 -2.1221
H -13.9288 -9.9152 -3.1928
H -13.8635 -10.1849 -0.3402
H -15.3442 -9.8406 -1.2223
C -6.4907 -6.8731 -0.5709
C -7.3672 -5.7665 -1.1978
C -6.4260 -4.4841 -1.2902
N -7.2267 -3.2293 -1.6602
C -7.8764 -3.3853 -3.0637
C -6.3540 -1.9879 -1.6666
C -7.3346 -0.8901 -1.5180
C -8.6336 -1.4599 -1.0063
C -8.3533 -2.9309 -0.6795
H -7.1795 -7.7031 -0.4138
H -5.8705 -6.6211 0.2892
H -5.7541 -7.1845 -1.3115
H -8.2663 -5.5804 -0.6104
H -7.7231 -6.0054 -2.2000
H -5.7023 -4.6421 -2.0898
H -5.8900 -4.2994 -0.3592
H -7.1410 -3.7691 -3.7708
H -8.2866 -2.4002 -3.2860
H -8.7857 -3.9811 -3.1425
H -5.7119 -1.8778 -2.5405
H -5.7619 -2.1318 -0.7628
H -7.4800 -0.3233 -2.4377
H -6.8623 -0.2315 -0.7892
H -9.4572 -1.5571 -1.7137
H -8.9515 -0.8741 -0.1438
H -9.1769 -3.6102 -0.8993
H -7.9330 -3.0174 0.3225
N -10.6986 -13.4013 6.7431
S -11.2708 -12.0152 7.1346
O -11.3825 -10.9472 6.1179
O -11.0606 -11.6515 8.5296
F -12.7439 -12.6497 7.3428
S -9.2396 -12.6670 6.2484
O -8.4762 -11.7278 7.1412
O -9.2293 -12.4965 4.7705
F -8.3526 -14.0184 6.4883
N -7.0313 -8.2703 -10.7310
S -8.1100 -8.5843 -9.7815
O -9.4833 -8.3398 -10.2364
O -7.8251 -8.3746 -8.3610
F -8.0510 -10.2103 -10.0521
S -6.8210 -6.6321 -10.2296
O -5.7017 -6.3638 -9.2962
O -7.9847 -5.8252 -9.9814
F -6.3802 -6.1604 -11.6302
N -5.6080 4.0640 -7.3945
S -4.1661 4.2147 -7.0443
O -3.3478 4.9998 -7.9538
O -3.5178 3.1391 -6.2434
F -4.5186 5.2872 -5.8804
S -5.4007 2.6920 -8.4160
O -5.7329 1.4368 -7.7668
O -4.3250 2.7504 -9.4047
F -6.6013 2.9049 -9.3806
N -8.7232 -3.6854 5.7115
S -9.1060 -5.0700 5.7655
O -9.2006 -5.6450 7.0655
O -8.6678 -5.9574 4.6522
F -10.6730 -5.0629 5.5352
S -7.1287 -4.0568 6.1051
O -6.2411 -4.9391 5.2703
O -6.8309 -3.8879 7.5304
F -6.5741 -2.6026 5.5412
N -9.9813 4.4957 4.1118
S -10.7339 5.8425 3.5356
O -10.9707 5.9616 2.1109
O -10.4724 7.0815 4.2453
F -12.1626 5.4118 4.1476
S -8.5952 5.0191 3.9286
O -8.0220 5.7938 5.0289
O -8.2646 5.2737 2.5224
F -7.7875 3.6235 4.2065

Results of the Mulliken charge analysis, in e, for atoms 1 through 99: C -1.004; C 0.610; O -0.368; N -0.261; H 0.380; H 0.410; C -0.777; H 0.333; H 0.327; H 0.306; H 0.341; H 0.363; H 0.340; C -1.517; C 0.993; C -0.953; C -0.768; C -1.020; C 1.205; N 0.754; O -0.267; C -1.451; C -1.659; C -1.708; H 0.372; H 0.400; H 0.406; H 0.493; H 0.394; H 0.358; H 0.428; H 0.431; H 0.417; H 0.410; H 0.306; H 0.429; H 0.433; H 0.436; H 0.417; H 0.375; H 0.471; H 0.416; C -1.312; C -0.350; C -0.697; N 0.177; C -1.012; C -0.666; C -0.666; C -0.498; C -0.597; H 0.318; H 0.344; H 0.342; H 0.399; H 0.337; H 0.440; H 0.380; H 0.409; H 0.400; H 0.356; H 0.473; H 0.354; H 0.405; H 0.354; H 0.262; H 0.368; H 0.455; H 0.225; C -1.269; C -0.458; C -0.788; N 0.164; C -1.050; C -0.481; C -0.693; C -0.637; C -0.712; H 0.386; H 0.343; H 0.327; H 0.417; H 0.330; H 0.588; H 0.477; H 0.401; H 0.414; H 0.377; H 0.389; H 0.262; H 0.320; H 0.379; H 0.298; H 0.401; H 0.427; H 0.388; C -1.563; C 0.024; C -0.864

=====

Look up the HOMO level of the first one. -10.14 eV

=====

What is the net charge in the first record? +1

=====

2S+1 of number 2 (C44H98F10N11O22S10)? 1

=====

What is the formula in the second record? C44H98F10N11O22S10